DFT (wB97M-V/def2-TZVPD) results for C19H29HoN2O as an isolated structure.

```
52
C19H29HoN2O, DFT wB97M-V/def2-TZVPD
C 1.5598 2.1832 -0.5946
H 1.7776 2.7019 0.3506
H 2.2819 2.2080 -1.4225
H 1.7106 1.1258 -0.2893
C 0.2192 2.8249 -1.0624
H -0.4863 2.2049 -1.7006
H -0.3936 3.1542 -0.1941
C 0.3885 4.1752 -1.8952
H -0.6048 4.6092 -2.1230
H 0.9247 4.9606 -1.3555
H 0.8817 4.0464 -2.8580
C -0.5081 -2.1101 -1.4701
C -0.9121 -1.0666 -2.3669
C 0.2843 -0.4358 -2.8610
C 1.4232 -1.0516 -2.2383
C 0.9334 -2.0782 -1.3722
C 1.7417 -3.0409 -0.5920
C 2.8246 -0.7769 -2.5794
C 0.3407 0.6274 -3.8894
C -2.3009 -0.6777 -2.6643
C -1.4141 -3.0428 -0.7718
Ho -0.0481 -0.0381 -0.4468
H 3.4971 -1.0232 -1.7575
H 3.1451 -1.3682 -3.4447
H 2.9964 0.2691 -2.8334
H 2.7409 -2.6359 -0.3642
H 1.2757 -3.2943 0.3732
H 1.8899 -3.9833 -1.1463
H -2.3803 -2.5769 -0.5552
H -1.6140 -3.9565 -1.3520
H -1.0064 -3.3616 0.1896
H -2.3677 0.3381 -3.0502
H -2.7702 -1.3357 -3.4037
H -2.9255 -0.7082 -1.7695
H 1.1248 1.3741 -3.6782
H 0.5641 0.2164 -4.8943
H -0.6073 1.1828 -3.9745
N -1.5667 -0.7430 6.8193
C -1.1950 0.3855 6.0988
O -1.1535 1.4856 6.6332
C -0.8982 0.2103 4.6485
C -1.0223 -1.0049 3.9436
C -0.7761 -1.0366 2.5686
N -0.4089 0.0836 1.8704
C -0.3796 1.2812 2.5400
C -0.6049 1.3579 3.9021
H -1.6877 -0.6218 7.8012
H -1.5310 -1.6557 6.4492
H -1.3345 -1.9257 4.4391
H -0.8672 -1.9692 1.9961
H -0.1738 2.1810 1.9485
H -0.5872 2.3323 4.3991
```

Values from the calculation:
Frontier orbital gap (spin up / spin down) = 7.86 / 8.04 eV
2S+1 = 5
Charge = +2